Below is the ion C6H14N3OS with charge +1, with properties calculated with ωB97M-V with the def2-TZVPD basis set.

Each atom is followed by the atoms it is bonded to, with distances in Å.
Element x y z (Å)
1 N 0.26008 2.99682 1.52303  C2 1.346, H12 1.010, H13 1.015
2 C -0.30461 2.29820 0.52075  N1 1.346, N3 1.379, N11 1.372
3 N -1.15747 1.24622 0.77932  C2 1.379, C4 1.509, H14 1.021
4 C -0.52591 0.05551 0.10183  N3 1.509, C5 1.487, O9 1.417, H15 1.088
5 C -1.23804 -1.21024 0.42106  C4 1.487, C6 1.547, H16 1.078, H17 1.085
6 C -0.50672 -2.49598 -0.03047  C5 1.547, C7 1.521, H18 1.080, H19 1.078
7 C 0.94751 -2.32049 -0.43847  C6 1.521, S8 1.820, H20 1.076, H21 1.080
8 S 2.02265 -2.02107 0.99858  C7 1.820, H22 1.339
9 O -0.56356 0.32489 -1.28837  C4 1.417, C10 1.386
10 C 0.38645 1.30707 -1.51787  O9 1.386, N11 1.504, H23 1.078, H24 1.084
11 N 0.02838 2.56878 -0.78256  C2 1.372, C10 1.504, H25 1.019
12 H -0.14730 3.80390 1.97381  N1 1.010
13 H 1.20927 2.75268 1.78594  N1 1.015
14 H -2.06142 1.42033 0.33857  N3 1.021
15 H 0.50842 0.05229 0.43993  C4 1.088
16 H -1.46506 -1.27633 1.47319  C5 1.078
17 H -2.19979 -1.16708 -0.07920  C5 1.085
18 H -1.01339 -2.97227 -0.85671  C6 1.080
19 H -0.54499 -3.18291 0.79914  C6 1.078
20 H 1.08004 -1.54177 -1.16932  C7 1.076
21 H 1.26918 -3.22894 -0.92526  C7 1.080
22 H 2.88894 -3.04074 0.95352  S8 1.339
23 H 0.46262 1.55789 -2.56316  C10 1.078
24 H 1.36902 0.98676 -1.19202  C10 1.084
25 H -0.70431 3.08645 -1.26527  N11 1.019

Output
DFT total energy (eV): -23792.5918
Lowest unoccupied orbital energy (eV): -6.43
Net charge: +1
HOMO level (hartree): -0.446
ΔE to the lowest compared entry with this formula, charge and spin (kJ/mol): 317.5

---

Below is the molecule C6H14N4, with properties calculated with ωB97M-V with the def2-TZVPD basis set.

Each atom is followed by the atoms it is bonded to, with distances in Å.
Element x y z (Å)
1 H -0.52071 1.67271 1.27446  N2 1.014
2 N 0.42080 1.32272 1.13886  H1 1.014, C3 1.257
3 C 0.55318 0.32146 0.38999  N2 1.257, C4 1.739, N8 1.312
4 C 2.22765 -0.03242 0.08091  C3 1.739, C5 1.492, N6 1.246
5 C 2.98811 1.21107 -0.23791  C4 1.492, H13 1.090, H14 1.088, H15 1.092
6 N 2.64174 -1.19042 0.27848  C4 1.246, H7 1.024
7 H 3.64983 -1.34460 0.19153  N6 1.024
8 N -0.22282 -0.41527 -0.36868  C3 1.312, C9 1.447, N10 1.641
9 C 0.05470 -1.71296 -0.94680  N8 1.447, H16 1.087, H17 1.091, H18 1.090
10 N -1.84013 -0.30912 -0.10981  N8 1.641, C11 1.443, C12 1.443
11 C -2.43180 0.84927 -0.73465  N10 1.443, H19 1.096, H20 1.102, H21 1.090
12 C -2.28441 -0.51735 1.24675  N10 1.443, H22 1.090, H23 1.096, H24 1.102
13 H 2.69567 1.57083 -1.22456  C5 1.090
14 H 2.72399 1.97603 0.48975  C5 1.088
15 H 4.06581 1.03557 -0.21729  C5 1.092
16 H -0.78981 -1.98240 -1.57645  C9 1.087
17 H 0.20523 -2.46275 -0.16879  C9 1.091
18 H 0.93743 -1.66649 -1.58454  C9 1.090
19 H -3.51185 0.69089 -0.83585  C11 1.096
20 H -2.28807 1.78614 -0.17263  C11 1.102
21 H -2.02259 0.96431 -1.73783  C11 1.090
22 H -1.74301 -1.35997 1.67724  C12 1.090
23 H -3.35245 -0.76324 1.24072  C12 1.096
24 H -2.15648 0.35596 1.90707  C12 1.102

Output
DFT total energy (eV): -12406.4759
Lowest unoccupied orbital energy (eV): 0.97
Net charge: 0
HOMO level (hartree): -0.320
ΔE to the lowest compared entry with this formula, charge and spin (kJ/mol): 287.2

---

Below is a cluster of 2 separate species, C6H14N4 in total, with properties calculated with ωB97M-V with the def2-TZVPD basis set.

Each atom is followed by the atoms it is bonded to, with distances in Å.
Element x y z (Å)
1 C 0.47833 -1.66769 1.94550  C2 1.322, C4 1.388, H11 1.024
2 C 0.04222 -0.61110 1.28216  C1 1.322, C5 1.512, H12 1.079
3 C -0.58640 -4.00829 1.60566  C4 1.218, H13 1.056
4 C 0.02502 -2.96413 1.74463  C1 1.388, C3 1.218
5 C -1.02103 -0.70729 0.21112  C2 1.512, C6 1.479, N7 1.517, H14 1.064
6 C -2.07806 -1.59427 0.74317  C5 1.479, N8 1.361, N10 1.360
7 N -1.63588 0.62647 -0.16915  C5 1.517, H15 1.032, H23 0.988
8 N -2.76439 -2.46504 -0.04616  C6 1.361, H17 1.007, H18 1.017
9 N 5.16847 5.67174 -3.55026  H16 1.006, H19 1.017, H20 1.017, H21 0.983
10 N -2.59138 -1.38333 1.98528  C6 1.360, H22 1.003, H24 0.999
11 H 1.15042 -1.44626 2.68510  C1 1.024
12 H 0.20184 0.44594 1.42916  C2 1.079
13 H -1.07381 -4.93620 1.48098  C3 1.056
14 H -0.44432 -1.04581 -0.61604  C5 1.064
15 H -2.58912 0.72067 0.21467  N7 1.032
16 H 4.81656 5.15957 -2.75867  N9 1.006
17 H -3.57575 -2.97213 0.26686  N8 1.007
18 H -2.14092 -2.92508 -0.70430  N8 1.017
19 H 5.27775 6.68290 -3.52175  N9 1.017
20 H 4.58374 5.56002 -4.37432  N9 1.017
21 H 6.11341 5.58960 -3.80980  N9 0.983
22 H -3.22686 -1.99706 2.46117  N10 1.003
23 H -1.65188 0.88543 -1.12236  N7 0.988
24 H -2.47797 -0.61867 2.61734  N10 0.999

Output
DFT total energy (eV): -12391.2495
Lowest unoccupied orbital energy (eV): -6.05
Net charge: +2
HOMO level (hartree): -0.536
ΔE to the lowest compared entry with this formula, charge and spin (kJ/mol): 259.5

---

Below is the molecule C6H14N4O2, with properties calculated with ωB97M-V with the def2-TZVPD basis set.

Each atom is followed by the atoms it is bonded to, with distances in Å.
Element x y z (Å)
1 H -2.94434 1.86614 -1.55988  N2 1.027
2 N -3.13111 0.85610 -1.56184  H1 1.027, C3 1.275
3 C -2.83647 0.26149 -0.47372  N2 1.275, N4 1.419, N5 1.495
4 N -3.09382 -1.13411 -0.47038  C3 1.419, H14 1.064, H15 1.072
5 N -2.17691 0.62982 0.81602  C3 1.495, C6 1.559, H16 0.966
6 C -1.10453 -0.39000 1.30708  N5 1.559, C7 1.557, H17 1.113, H18 1.105
7 C -0.14904 -1.08908 0.29509  C6 1.557, C8 1.508, H19 1.129, H20 1.125
8 C 0.77737 -0.21521 -0.51320  C7 1.508, C9 1.545, H21 1.076, H22 1.085
9 C 2.10225 0.22947 0.14452  C8 1.545, N10 1.532, C11 1.517, H23 1.083
10 N 2.38537 1.73261 0.23288  C9 1.532, H24 0.979, H25 0.977
11 C 3.29623 -0.50754 -0.43133  C9 1.517, O12 1.180, O13 1.326
12 O 3.25015 -1.68258 -0.52979  C11 1.180
13 O 4.34271 0.29192 -0.58812  C11 1.326, H26 0.982
14 H -3.68717 -1.40976 0.36843  N4 1.064
15 H -3.69535 -1.16956 -1.35715  N4 1.072
16 H -1.88780 1.53664 0.65081  N5 0.966
17 H -0.55353 -0.07591 2.22208  C6 1.113
18 H -1.75514 -1.12397 1.81639  C6 1.105
19 H -0.72546 -1.56620 -0.55076  C7 1.129
20 H 0.25776 -2.00424 0.80789  C7 1.125
21 H 0.98839 -0.74844 -1.42356  C8 1.076
22 H 0.12591 0.60629 -0.79336  C8 1.085
23 H 2.11588 -0.22785 1.12653  C9 1.083
24 H 2.41390 2.00275 1.17388  N10 0.979
25 H 1.66507 2.12896 -0.29494  N10 0.977
26 H 4.01968 1.20225 -0.41356  O13 0.982

Output
DFT total energy (eV): -16503.6169
Lowest unoccupied orbital energy (eV): 0.48
Net charge: 0
HOMO level (hartree): -0.348
ΔE to the lowest compared entry with this formula, charge and spin (kJ/mol): 202.5

---

Below is the ion C6H14N5 with charge +1, with properties calculated with ωB97M-V with the def2-TZVPD basis set.

Each atom is followed by the atoms it is bonded to, with distances in Å.
Element x y z (Å)
1 C -1.11294 1.27221 -1.33160  C2 1.523, H12 1.128, H13 1.191, H14 1.114
2 C -1.59991 0.63486 -0.03671  C1 1.523, C3 1.535, C4 1.621, H15 1.084
3 C -2.80759 -0.31136 -0.00474  C2 1.535, H16 1.083, H17 1.057, H18 1.094
4 C -0.39926 -0.31982 0.48769  C2 1.621, N5 1.396, N6 1.509, N11 1.563
5 N -0.49004 -0.86239 1.77024  C4 1.396, H19 1.045, H20 0.995
6 N -0.07088 -1.35660 -0.55781  C4 1.509, C7 1.213
7 C 1.05727 -1.57919 -0.94455  N6 1.213, N8 1.391, H21 1.059
8 N 2.19533 -0.84729 -0.62414  C7 1.391, C9 1.315, H22 1.032
9 C 2.10843 0.20510 0.15959  N8 1.315, N10 1.349, N11 1.357
10 N 3.13915 0.97486 0.56571  C9 1.349, H23 1.013, H24 0.998
11 N 0.86972 0.58930 0.55917  C4 1.563, C9 1.357, H25 1.032
12 H -0.68837 0.53299 -2.06988  C1 1.128
13 H -0.18360 1.94696 -1.01473  C1 1.191
14 H -1.93849 1.78831 -1.87235  C1 1.114
15 H -1.79296 1.38829 0.71806  C2 1.084
16 H -3.19229 -0.51349 0.98768  C3 1.083
17 H -2.64331 -1.23277 -0.49576  C3 1.057
18 H -3.62558 0.16613 -0.55254  C3 1.094
19 H -1.39568 -1.29586 2.05826  N5 1.045
20 H 0.25777 -1.42029 2.11508  N5 0.995
21 H 1.24475 -2.26377 -1.73066  C7 1.059
22 H 3.07738 -1.06688 -1.11203  N8 1.032
23 H 4.02884 0.49290 0.51910  N10 1.013
24 H 3.12741 1.85647 1.03272  N10 0.998
25 H 0.83484 1.22132 1.37420  N11 1.032

Output
DFT total energy (eV): -13893.3680
Lowest unoccupied orbital energy (eV): -3.04
Net charge: +1
HOMO level (hartree): -0.495
ΔE to the lowest compared entry with this formula, charge and spin (kJ/mol): 121.5

---

Below is the ion C6H14NO with charge -1, with properties calculated with ωB97M-V with the def2-TZVPD basis set.

Each atom is followed by the atoms it is bonded to, with distances in Å.
Element x y z (Å)
1 C 0.70641 -3.04820 1.70371  C2 1.534, H9 1.083, H10 1.091, H11 1.100
2 C 0.68722 -2.03907 0.54913  C1 1.534, C3 1.548, H12 1.089, H13 1.067
3 C -0.62807 -1.22925 0.43999  C2 1.548, C4 1.531, H14 1.092, H15 1.087
4 C -0.48455 0.29265 0.52739  C3 1.531, N5 1.438, H16 1.103, H17 1.082
5 N -0.21172 0.93597 -0.72943  C4 1.438, C6 1.462, H18 1.014
6 C -0.36108 2.38979 -0.71951  N5 1.462, C7 1.564, H19 1.097, H20 1.091
7 C -0.07601 2.99907 -2.13198  C6 1.564, O8 1.325, H21 1.136, H22 1.126
8 O 0.30921 4.26581 -2.09312  C7 1.325
9 H -0.18036 -3.04745 2.32578  C1 1.083
10 H 0.92015 -4.07539 1.40341  C1 1.091
11 H 1.57044 -2.86565 2.35956  C1 1.100
12 H 1.55948 -1.38962 0.61299  C2 1.089
13 H 0.77962 -2.55256 -0.38195  C2 1.067
14 H -1.29883 -1.50845 1.25573  C3 1.092
15 H -1.17234 -1.47041 -0.47003  C3 1.087
16 H 0.08873 0.62768 1.40756  C4 1.103
17 H -1.48868 0.61109 0.77294  C4 1.082
18 H 0.68259 0.66912 -1.12518  N5 1.014
19 H -1.41242 2.54801 -0.44874  C6 1.097
20 H 0.28818 2.90937 -0.01403  C6 1.091
21 H 0.71618 2.29456 -2.54130  C7 1.136
22 H -0.99415 2.68295 -2.70291  C7 1.126

Output
DFT total energy (eV): -9985.4467
Lowest unoccupied orbital energy (eV): 3.26
Net charge: -1
HOMO level (hartree): -0.080
ΔE to the lowest compared entry with this formula, charge and spin (kJ/mol): 113.6